13
Properties=species:S:1:pos:R:3 method="wB97M-V/def2-TZVPD" energy_ha=-377.890588 relative_energy_kcal_mol=43.1 homo_lumo_gap_ev=11.073 charge=0
C -1.862 0.362 -0.080
O 0.852 -1.781 -0.473
H 0.968 0.701 1.774
H -2.315 -0.634 -0.109
N -0.964 0.460 1.061
O 2.840 -0.720 -0.675
H -1.387 0.554 -1.047
H -2.669 1.092 0.036
H -0.078 -1.533 -0.308
H 1.721 1.151 -0.301
N 0.960 0.479 -0.285
C 0.301 0.557 0.906
C 1.632 -0.687 -0.501